Record 1
4 unconnected molecules or ions with the total composition C24H49ClNO7S3Si at a distorted geometry. Source: OMol25; level of theory: wB97M-V/def2-TZVPD.

Geometry as ORCA input:
```
! wB97M-V def2-TZVPD RIJCOSX def2/J DEFGRID3
* xyz 0 2
C 0.01265 4.21857 0.97012
C -1.20569 3.07254 1.03771
C -2.57157 3.96398 1.40955
C -1.25551 2.43524 -0.48668
C -2.36061 1.22912 -0.51241
Cl -3.97345 2.02232 -1.09972
Si -1.89012 -0.05714 -1.86745
C -1.15282 -1.70680 -1.20233
C -3.57034 -0.48561 -2.79105
C -0.71625 0.63658 -3.25252
C -2.68438 0.60567 0.96334
C -1.53006 0.79662 2.09569
C -2.28975 0.57147 3.56914
C -0.41452 -0.43629 2.00774
N -0.80049 2.10615 2.11669
O -0.83327 2.63409 3.35235
H 0.79354 3.98179 0.10469
H -0.52705 5.22355 0.62732
H 0.50818 4.42162 2.00948
H -3.05854 4.32015 0.40230
H -3.31527 3.30590 2.07127
H -2.23719 4.88001 2.06599
H -0.18936 1.94055 -0.69633
H -1.46331 3.29637 -1.28583
H -0.19662 -1.57725 -0.53875
H -2.00793 -2.34366 -0.68830
H -0.82136 -2.33770 -2.16003
H -4.46258 -0.63241 -2.02693
H -3.45975 -1.44757 -3.45329
H -3.80712 0.40197 -3.55346
H -0.27632 1.70016 -3.01569
H 0.14229 -0.14066 -3.48838
H -1.33471 0.75527 -4.26417
H -3.75103 0.97964 1.33357
H -2.81867 -0.57054 0.80670
H -1.54019 0.37295 4.44475
H -3.09221 1.40745 3.79396
H -2.92042 -0.43142 3.42262
H 0.15227 -0.42529 3.05784
H -1.04413 -1.42385 1.90425
H 0.32056 -0.22978 1.12104
C -8.19065 -3.33671 -2.31711
C -8.48268 -4.24781 -1.12579
C -7.14985 -4.82555 -0.65268
S -5.90133 -3.62504 -1.09044
O -5.03030 -4.20935 -2.08844
O -5.39179 -3.00520 0.11647
C -7.00236 -2.48237 -1.90140
H -9.05604 -2.72113 -2.57935
H -7.92892 -3.94419 -3.19170
H -8.93672 -3.65932 -0.31928
H -9.18707 -5.04344 -1.38791
H -7.14034 -4.98154 0.42903
H -6.91462 -5.76180 -1.16626
H -6.49615 -2.01071 -2.74537
H -7.29846 -1.72579 -1.16862
C 5.55189 2.93479 -1.71033
C 5.76354 2.28792 -0.34236
C 4.40701 2.24403 0.35904
S 3.17773 2.16604 -0.93496
O 2.39791 3.38548 -0.90357
O 2.56439 0.85294 -0.93154
C 4.32077 2.26183 -2.29874
H 6.42522 2.81145 -2.35740
H 5.37000 4.00912 -1.58710
H 6.14280 1.26753 -0.47620
H 6.49925 2.83565 0.25483
H 4.31453 1.36461 1.00138
H 4.22832 3.15172 0.94200
H 3.87530 2.82441 -3.12096
H 4.54571 1.24019 -2.61918
C 8.07959 -2.61297 2.36161
C 7.13863 -1.68593 3.12959
C 6.69684 -0.58289 2.16928
S 6.76652 -1.28998 0.53012
O 7.79471 -0.60424 -0.22401
O 5.41826 -1.45986 0.02634
C 7.39755 -2.88037 1.02816
H 8.27104 -3.54092 2.90831
H 9.04076 -2.11115 2.19798
H 6.26300 -2.25347 3.46740
H 7.62031 -1.26619 4.01823
H 5.67658 -0.25180 2.37897
H 7.37928 0.27095 2.19935
H 8.07784 -3.26739 0.26763
H 6.54513 -3.55530 1.15019
*
```

- LUMO level (spin up / spin down): 0.5 / 0.3 eV
- Kohn-Sham gap (spin up / spin down): 8.774 / 9.451 eV

Results of the Löwdin charge analysis, in e, for atoms 1 through 8: C -0.060; C -0.401; C -0.059; C -0.166; C -0.700; Cl 0.553; Si 0.494; C -0.217

---

Record 2
A molecular structure, C24H50As3FeN4O2S2. Source: OMol25; level of theory: wB97M-V/def2-TZVPD.

Geometry as ORCA input:
```
! wB97M-V def2-TZVPD RIJCOSX def2/J DEFGRID3
* xyz 1 1
Fe 0.54778 -0.37546 -0.26557
O -0.90518 1.20868 2.12960
C -1.55824 2.25203 1.46926
C -1.59109 2.13619 -0.03953
C -2.36947 3.11938 -0.65347
C -2.48506 3.16665 -2.02322
C -1.80662 2.20904 -2.76262
C -1.05656 1.27558 -2.08555
N -0.93065 1.20923 -0.74670
H -0.18578 1.55787 2.66315
H -1.10241 3.21900 1.70317
H -2.59752 2.30633 1.81115
H -2.88070 3.84327 -0.03106
H -3.08418 3.92795 -2.50448
H -1.84787 2.18582 -3.84233
H -0.48650 0.54569 -2.64032
C -2.55736 -1.42370 2.12067
As -0.71535 -1.68932 1.53583
C 0.14738 -1.64781 3.27895
C -0.59647 -3.63569 1.31831
C -1.21666 -4.36554 0.11529
C -0.77343 -5.83263 0.25637
C -0.65853 -3.86870 -1.22895
As -0.65428 -1.96442 -1.71151
C -2.53280 -1.53477 -2.00015
C -0.08883 -2.21968 -3.56283
C -2.75312 -4.28249 0.17322
As -3.78579 -5.66968 -0.81896
C -4.40827 -4.64352 -2.37377
C -5.42190 -5.42558 0.23214
H -2.83704 -2.21268 2.81789
H -3.25265 -1.42682 1.28327
H -2.60698 -0.45851 2.62099
H -0.40020 -2.29450 3.96466
H 0.15731 -0.63373 3.66575
H 1.17095 -2.00775 3.18495
H -0.99456 -4.07929 2.23556
H 0.48164 -3.81516 1.32408
H 0.30873 -5.88998 0.38740
H -1.04457 -6.42292 -0.61867
H -1.24610 -6.29475 1.12611
H -1.18039 -4.37446 -2.04748
H 0.39472 -4.15805 -1.30470
H -3.06698 -2.38977 -2.40262
H -2.60020 -0.71108 -2.70786
H -2.98987 -1.21811 -1.06351
H -0.82870 -2.81613 -4.09589
H 0.86578 -2.74632 -3.57851
H 0.02834 -1.26360 -4.07380
H -3.11824 -3.29312 -0.10880
H -3.05848 -4.44041 1.21201
H -3.60055 -4.49050 -3.08971
H -4.83664 -3.68441 -2.08130
H -5.17957 -5.23331 -2.86888
H -5.28179 -5.84510 1.22748
H -6.24071 -5.95636 -0.25159
H -5.68172 -4.36964 0.31773
C 4.61884 -0.23200 2.70606
O 4.06056 -1.16919 1.77265
C 2.92634 -0.87107 1.17312
S 2.08039 0.56895 1.38741
S 2.25538 -2.01781 0.13336
H 5.45056 -0.75018 3.17117
H 3.87694 0.05315 3.44969
H 4.96926 0.65356 2.17681
C 4.25599 2.56507 -0.56556
N 3.00810 2.23537 -1.24009
C 1.87164 3.03022 -0.83333
C 2.84039 1.03230 -1.86249
N 1.72926 0.33778 -1.79370
N 3.91489 0.59716 -2.58357
C 3.99450 -0.78580 -3.01677
C 4.76262 1.51632 -3.33090
H 4.08871 2.60981 0.51316
H 4.63631 3.53112 -0.90437
H 5.00406 1.80244 -0.76093
H 2.20206 4.06517 -0.73837
H 1.45604 2.70633 0.12435
H 1.09532 2.98176 -1.59135
H 1.76878 -0.39362 -2.49372
H 3.59626 -1.44610 -2.24865
H 5.04193 -1.04136 -3.17335
H 3.46370 -0.95269 -3.96241
H 4.45207 2.54207 -3.16092
H 4.67900 1.30316 -4.39967
H 5.80972 1.40797 -3.04178
*
```

- LUMO level: -1.9 eV
- Kohn-Sham gap: 8.696 eV

Results of the Löwdin charge analysis, in e, for atoms 1 through 8: Fe -0.231; O -0.150; C -0.192; C -0.222; C -0.017; C -0.036; C -0.044; C -0.195